Record 1
Computed, not measured: a molecular structure, C29H37BrN4O8PPtS2Te, with wB97M-V/def2-TZVPD.

Multiplicity   3
Calculated total energy   -164561.791 eV
Total charge   -1
HOMO energy (spin up / spin down)   -0.13793 / -0.17946 Eh
Energy relative to the best compared isomer or geometry (same formula, charge and spin)   0.00 kJ/mol

CARTESIAN COORDINATES (ANGSTROEM)
Pt1 -0.069 0.895 -0.750
C1 7.503 1.369 -1.001
C2 6.104 1.669 -1.470
C3 5.664 1.226 -2.717
C4 4.382 1.501 -3.161
C5 3.513 2.233 -2.359
C6 3.935 2.678 -1.118
C7 5.222 2.395 -0.679
S1 1.837 2.533 -2.922
O1 1.536 1.357 -3.707
O2 1.880 3.817 -3.585
N1 0.940 2.574 -1.638
C8 0.500 3.833 -1.061
C9 -0.769 3.671 -0.217
O3 -1.268 4.667 0.288
O4 -1.243 2.476 -0.059
H1 7.752 0.316 -1.145
H2 7.622 1.603 0.057
H3 8.236 1.956 -1.558
H4 6.336 0.648 -3.344
H5 4.027 1.131 -4.114
H6 3.249 3.215 -0.476
H7 5.536 2.730 0.303
H8 0.291 4.577 -1.830
H9 1.243 4.271 -0.383
C10 -3.014 0.109 3.715
C11 -2.333 0.945 2.637
C12 -0.936 1.409 3.018
N2 0.001 0.284 3.057
C13 1.118 0.201 2.348
S2 1.795 1.452 1.463
N3 1.815 -1.005 2.349
C14 1.562 -2.292 2.811
O5 2.509 -3.031 2.995
C15 0.163 -2.786 2.979
C16 -0.851 -2.464 2.082
C17 -2.098 -3.058 2.205
C18 -2.336 -3.955 3.236
C19 -1.328 -4.272 4.140
C20 -0.074 -3.702 4.002
H10 -3.999 -0.222 3.381
H11 -3.144 0.684 4.636
H12 -2.451 -0.796 3.962
H13 -2.925 1.836 2.425
H14 -2.281 0.394 1.696
H15 -0.936 1.891 4.000
H16 -0.568 2.121 2.284
H17 -0.309 -0.537 3.553
H18 2.764 -0.891 2.021
H19 -0.694 -1.749 1.285
H20 -2.861 -2.791 1.486
H21 -3.313 -4.412 3.336
H22 -1.517 -4.972 4.943
H23 0.736 -3.963 4.671
Br1 0.303 -4.878 -1.129
C21 1.213 -3.223 -1.145
C22 2.593 -3.175 -1.208
C23 3.198 -1.930 -1.197
C24 2.410 -0.797 -1.096
N4 1.078 -0.863 -1.029
C25 0.475 -2.056 -1.075
H24 3.174 -4.086 -1.261
H25 4.272 -1.825 -1.256
H26 2.846 0.189 -1.048
H27 -0.609 -2.056 -1.025
C26 -4.876 -2.052 -4.150
C27 -4.267 -2.264 -2.783
O6 -4.465 -1.084 -1.994
P1 -3.183 -0.444 -1.248
O7 -2.571 -1.402 -0.285
Te1 -1.664 0.344 -2.937
O8 -3.886 0.728 -0.443
C28 -4.292 1.979 -1.027
C29 -4.578 2.950 0.093
H28 -4.780 -2.957 -4.752
H29 -4.363 -1.236 -4.662
H30 -5.933 -1.799 -4.063
H31 -3.200 -2.483 -2.871
H32 -4.740 -3.097 -2.256
H33 -5.176 1.797 -1.644
H34 -3.487 2.349 -1.663
H35 -5.325 2.541 0.777
H36 -4.963 3.882 -0.325
H37 -3.659 3.176 0.631

---

Record 2
Computed, not measured: a molecular structure, C29H37F6GeN4O7S2SeTi, with wB97M-V/def2-TZVPD.

Calculated total energy   -233896.582 eV
Total charge   +3
HOMO energy   -0.59279 Eh
Energy relative to the best compared isomer or geometry (same formula, charge and spin)   107.85 kJ/mol

CARTESIAN COORDINATES (ANGSTROEM)
Ti1 -0.186 0.180 -0.357
C1 -0.963 -3.879 -1.630
C2 0.010 -2.845 -1.180
O1 -0.342 -1.640 -1.046
N1 1.252 -3.187 -0.907
C3 2.190 -2.254 -0.265
C4 1.719 -1.981 1.145
C5 2.326 -2.623 2.207
C6 1.788 -2.507 3.483
C7 0.628 -1.774 3.646
C8 0.084 -1.141 2.545
N2 0.624 -1.204 1.315
H1 -1.845 -3.412 -2.057
H2 -1.274 -4.471 -0.764
H3 -0.512 -4.560 -2.353
H4 1.515 -4.156 -1.010
H5 2.258 -1.349 -0.850
H6 3.165 -2.725 -0.245
H7 3.206 -3.231 2.033
H8 2.255 -3.007 4.325
H9 0.136 -1.693 4.607
H10 -0.814 -0.562 2.662
F1 -1.152 4.380 1.122
C9 -1.215 3.729 2.271
F2 -2.065 4.273 3.083
F3 -0.009 3.642 2.817
S1 -1.712 1.971 1.910
O2 -0.534 1.516 1.065
O3 -1.858 1.259 3.129
N3 -3.010 2.081 1.041
S2 -3.161 1.415 -0.355
O4 -4.454 1.033 -0.761
O5 -2.097 0.332 -0.502
C10 -2.647 2.767 -1.507
F4 -3.312 3.847 -1.216
F5 -1.331 2.978 -1.325
F6 -2.869 2.381 -2.745
C11 -2.340 -1.643 -6.478
Ge1 -2.363 0.005 -5.451
C12 -1.172 1.353 -6.204
C13 -4.164 0.624 -5.054
C14 -1.562 -0.603 -3.673
Se1 -0.189 0.540 -2.916
C15 1.354 -0.390 -3.601
H11 -2.834 -1.487 -7.440
H12 -2.880 -2.434 -5.951
H13 -1.316 -1.968 -6.670
H14 -1.748 2.039 -6.828
H15 -0.422 0.878 -6.841
H16 -0.672 1.940 -5.434
H17 -4.329 1.610 -5.493
H18 -4.356 0.680 -3.982
H19 -4.882 -0.067 -5.497
H20 -1.111 -1.588 -3.781
H21 -2.357 -0.666 -2.933
H22 1.252 -0.389 -4.680
H23 1.389 -1.406 -3.221
H24 2.240 0.169 -3.317
C16 5.858 0.903 -0.907
O6 5.156 0.772 0.340
C17 5.877 0.855 1.478
C18 7.265 0.825 1.523
C19 7.934 0.839 2.736
C20 7.232 0.874 3.936
C21 5.857 0.904 3.898
C22 5.176 0.919 2.682
N4 3.745 0.911 2.768
C23 2.810 1.302 1.975
C24 2.949 2.172 0.819
C25 3.770 3.294 0.916
C26 3.768 4.251 -0.082
C27 2.964 4.075 -1.198
C28 2.165 2.945 -1.321
C29 2.152 2.005 -0.314
O7 1.411 0.845 -0.449
H25 6.461 0.019 -1.112
H26 6.490 1.790 -0.908
H27 5.093 1.017 -1.669
H28 7.834 0.782 0.604
H29 9.016 0.808 2.744
H30 7.753 0.881 4.883
H31 5.288 0.942 4.826
H32 3.422 0.525 3.648
H33 1.807 1.034 2.291
H34 4.380 3.430 1.802
H35 4.389 5.134 0.010
H36 2.965 4.814 -1.988
H37 1.557 2.797 -2.203

---

Record 3
Computed, not measured: a molecular structure, C29H37GdN5S, with wB97M-V/def2-TZVPD.

Multiplicity   8
Calculated total energy   -69793.781 eV
Total charge   -1
HOMO energy (spin up / spin down)   -0.09134 / -0.08464 Eh

CARTESIAN COORDINATES (ANGSTROEM)
Gd1 1.014 -0.610 0.532
N1 2.422 1.202 3.981
N2 -0.313 -2.484 1.114
C1 1.388 -0.040 -2.263
C2 1.405 -1.447 -2.020
C3 2.562 -1.734 -1.221
C4 2.895 -3.044 -0.598
H1 2.300 -3.841 -1.072
H2 2.683 -3.062 0.495
H3 3.967 -3.278 -0.729
C5 3.277 -0.504 -1.028
C6 4.558 -0.323 -0.304
H4 5.387 -0.089 -0.992
H5 4.810 -1.237 0.246
H6 4.498 0.496 0.430
C7 2.562 0.523 -1.686
C8 3.033 1.918 -1.828
H7 3.289 2.357 -0.853
H8 2.272 2.557 -2.292
H9 3.938 1.973 -2.454
C9 0.467 -2.467 -2.560
H10 1.000 -3.198 -3.190
H11 -0.310 -1.994 -3.172
H12 -0.021 -3.026 -1.746
C10 0.388 0.722 -3.047
H13 0.195 1.702 -2.581
H14 -0.576 0.197 -3.120
H15 0.750 0.905 -4.074
C11 1.825 1.956 4.889
H16 2.333 2.887 5.169
C12 0.576 1.649 5.473
H17 0.152 2.338 6.202
C13 -0.060 0.462 5.088
H18 -0.997 0.157 5.565
C14 0.538 -0.339 4.127
H19 0.087 -1.252 3.727
C15 1.797 0.057 3.534
C16 2.326 -0.529 2.368
H20 3.418 -0.598 2.333
C17 -1.091 -1.416 0.831
C18 -1.119 -3.633 1.022
H21 -0.813 -4.601 1.379
C19 -2.322 -3.271 0.497
H22 -3.169 -3.871 0.237
N3 -2.315 -1.865 0.390
C20 -3.149 -1.016 -0.369
C21 -3.518 -1.345 -1.692
C22 -3.990 -0.317 -2.520
H23 -4.265 -0.548 -3.549
C23 -4.065 1.004 -2.079
C24 -4.541 2.103 -2.972
H24 -3.831 2.938 -2.971
H25 -5.506 2.495 -2.633
H26 -4.647 1.736 -3.995
C25 -3.690 1.299 -0.770
H27 -3.695 2.333 -0.416
C26 -3.265 0.309 0.109
C27 -2.937 0.722 1.511
H28 -3.821 0.633 2.165
H29 -2.648 1.782 1.491
H30 -2.112 0.156 1.966
C28 -3.373 -2.712 -2.283
H31 -4.274 -3.326 -2.122
H32 -2.508 -3.268 -1.899
H33 -3.252 -2.614 -3.372
N4 0.961 4.372 0.903
C29 1.256 3.065 1.001
N5 2.484 2.792 1.507
S1 0.092 1.949 0.429
H34 1.533 5.062 1.375
H35 0.050 4.650 0.559
H36 2.716 1.881 1.897
H37 2.992 3.561 1.931

---

Look up the calculated total energy of the third one.
-69793.781 eV

---

Look up the total charge of the first one.
-1

---

Which of these has the highest calculated total energy?
C29H37GdN5S